26
Properties=species:S:1:pos:R:3:forces:R:3:lowdin_charge:R:1 method="wB97M-V/def2-TZVPD" lumo_ev=-0.10 homo_lumo_gap_ev=7.63 de_lowest_kcal_mol=83.30 total_charge=0 smiles="CN1C(P(C)I)=CC=C=P1(C)C"
C 0.305 2.133 0.889 -0.045 4.430 -0.750 -0.35
C -0.116 1.725 -0.431 0.449 -0.173 0.146 -0.20
C 0.625 1.433 1.946 0.063 -3.042 0.678 -0.19
C -0.059 0.482 -0.973 -1.382 -0.013 -1.002 -0.58
C 0.390 -2.045 -0.815 -1.030 1.969 -0.743 -0.12
C -0.772 -1.085 2.628 -0.419 -1.079 1.042 -0.22
C 1.814 -1.361 1.887 -0.820 1.520 1.328 -0.19
C -0.798 2.042 -3.229 -2.984 -0.713 -2.585 -0.41
N 0.032 -0.747 -0.253 0.675 2.647 2.884 -0.30
P 0.358 -0.296 1.426 1.509 -0.914 1.464 0.87
P -0.609 0.261 -2.722 0.409 0.633 -0.152 0.51
I -2.896 -0.320 -2.193 -0.628 -0.233 -0.043 0.40
H 0.395 3.340 0.979 -0.236 -2.617 -0.223 0.12
H -0.495 2.599 -0.932 0.034 -0.382 -0.916 0.07
H 1.455 -2.188 -0.800 0.602 -0.044 -0.976 0.08
H 0.006 -2.770 -0.151 -0.865 -1.066 0.393 0.07
H -0.172 -1.982 -1.781 1.123 -1.164 0.474 0.03
H -0.348 -2.064 3.069 -0.687 1.403 -1.028 0.07
H -1.764 -1.281 2.205 0.169 0.058 0.104 0.04
H -0.892 -0.414 3.519 0.170 -0.290 -0.996 0.06
H 1.632 -2.210 1.251 0.273 -0.998 0.659 0.00
H 1.712 -1.445 3.038 0.375 -0.449 -2.132 0.08
H 2.779 -0.930 1.654 0.107 0.213 -0.156 0.04
H -0.875 2.109 -4.395 0.329 -0.382 2.057 0.07
H 0.083 2.517 -2.927 1.104 1.128 0.474 -0.01
H -1.789 2.498 -2.888 1.706 -0.442 0.000 0.04



108
Properties=species:S:1:pos:R:3:forces:R:3:lowdin_charge:R:1 method="wB97M-V/def2-TZVPD" lumo_ev=-0.04 homo_lumo_gap_ev=8.16 de_lowest_kcal_mol=0.00 total_charge=0 smiles="c1cc[nH]c1.O=C1CCCO1.O=C1CCCO1.O=C1CCCO1.O=C1CCCO1.CC(C)=O.CC(C)=O.CC(C)=O.CC(C)=O.CC(C)=O"
O 4.694 -0.644 -0.188 -0.162 -0.160 0.117 0.11
C 4.171 -1.163 -1.135 0.413 0.672 -0.320 -0.50
O 3.475 -2.305 -1.066 0.036 -0.233 0.349 0.03
C 2.977 -2.711 -2.351 0.137 -0.342 -0.286 -0.13
C 3.713 -1.867 -3.373 0.142 1.244 -0.181 -0.14
C 4.148 -0.634 -2.554 -0.738 -0.550 -0.450 -0.07
H 1.899 -2.546 -2.374 0.018 0.047 0.064 0.12
H 3.184 -3.769 -2.494 -0.145 -0.044 0.296 0.13
H 3.046 -1.536 -4.167 0.105 -0.323 -0.182 0.10
H 4.604 -2.322 -3.803 -0.182 -0.368 0.036 0.12
H 3.348 0.111 -2.612 0.092 0.122 0.203 0.11
H 5.063 -0.170 -2.906 0.162 -0.025 0.334 0.13
O 4.605 -3.550 5.585 -0.151 0.010 -0.240 0.10
C 4.261 -3.225 4.482 -0.029 -0.279 0.696 -0.49
O 4.789 -2.132 3.882 -0.209 -0.163 -0.258 0.03
C 4.152 -1.890 2.626 -1.038 0.154 -0.762 -0.16
C 2.938 -2.819 2.532 -0.222 -0.950 -0.013 -0.15
C 3.286 -3.933 3.547 0.491 1.373 -0.367 -0.05
H 4.773 -2.078 1.753 0.628 0.059 0.420 0.11
H 3.831 -0.850 2.585 0.238 0.072 0.092 0.11
H 2.807 -3.268 1.547 0.224 0.250 -0.117 0.10
H 1.983 -2.334 2.740 0.166 0.138 0.434 0.10
H 3.925 -4.674 3.064 -0.364 -0.360 -0.012 0.13
H 2.421 -4.357 4.041 0.189 -0.255 0.207 0.12
O 4.573 6.277 0.092 0.513 -0.020 -0.313 0.14
C 3.651 5.531 0.119 -0.427 0.155 -0.445 -0.46
O 2.528 5.883 0.824 -0.132 0.101 0.233 0.02
C 1.629 4.801 0.956 0.572 -1.706 -0.584 -0.16
C 2.425 3.584 0.464 -0.824 -1.551 -0.756 -0.18
C 3.446 4.148 -0.521 0.338 -0.151 1.255 -0.05
H 0.769 4.859 0.287 -0.140 0.732 0.258 0.13
H 1.336 4.603 1.983 -0.174 0.694 0.097 0.10
H 1.754 2.856 -0.004 -0.113 0.375 -0.346 0.09
H 2.830 2.922 1.235 0.586 0.731 0.304 0.11
H 3.118 4.155 -1.559 -0.308 0.514 0.056 0.12
H 4.368 3.570 -0.526 0.154 0.226 0.136 0.12
O 1.180 -5.623 -1.208 -0.071 0.067 0.232 0.11
C 0.306 -4.938 -0.753 0.170 0.010 -0.870 -0.50
O 0.461 -4.230 0.376 0.201 0.501 0.817 0.02
C -0.734 -3.493 0.751 0.181 -0.529 -1.760 -0.11
C -1.608 -3.554 -0.514 -1.576 -0.476 1.001 -0.15
C -1.069 -4.694 -1.346 0.346 -0.094 -0.081 -0.06
H -0.520 -2.450 0.957 0.382 -0.189 0.598 0.10
H -1.224 -4.037 1.551 0.239 0.261 0.374 0.11
H -1.698 -2.609 -1.038 0.325 0.005 -0.067 0.08
H -2.593 -3.819 -0.114 -0.208 0.305 -0.515 0.11
H -1.023 -4.468 -2.410 0.306 0.045 0.027 0.13
H -1.609 -5.641 -1.289 -0.173 0.143 0.253 0.13
N -5.456 -0.350 -3.793 -0.186 0.736 -0.288 0.00
C -6.337 -1.274 -3.330 0.886 -0.359 0.054 -0.13
C -5.622 -2.102 -2.478 -1.744 0.182 -0.142 -0.12
C -4.335 -1.580 -2.358 1.411 0.987 -0.453 -0.11
C -4.228 -0.477 -3.210 -0.971 -0.897 0.266 -0.12
H -5.701 0.368 -4.452 0.037 0.114 0.134 0.14
H -7.368 -1.247 -3.632 -0.006 -0.200 -0.058 0.11
H -6.113 -2.946 -2.019 0.417 -0.051 0.314 0.09
H -3.513 -1.896 -1.739 -0.114 -0.285 0.022 0.06
H -3.447 0.205 -3.490 0.245 -0.123 0.224 0.11
C 0.889 0.160 0.239 -0.545 0.108 -0.630 0.01
C -0.414 0.129 -0.544 0.091 0.368 -0.260 -0.48
O -0.469 -0.377 -1.645 0.015 -0.157 0.012 0.04
C -1.597 0.798 0.091 -0.124 0.502 0.432 -0.02
H 1.009 1.103 0.765 -0.067 -0.048 0.149 0.05
H 1.683 0.046 -0.496 0.231 -0.296 0.310 0.08
H 0.850 -0.637 0.983 0.296 -0.036 0.016 0.08
H -2.529 0.243 -0.004 0.180 -0.322 0.114 0.08
H -1.827 1.769 -0.361 0.407 -0.039 -0.284 0.08
H -1.338 0.997 1.129 -0.453 -0.140 0.119 0.06
C -2.642 -0.670 4.877 -0.672 0.012 -1.297 -0.01
C -2.653 -1.358 3.524 1.351 -1.471 0.642 -0.47
O -2.139 -0.897 2.534 -0.478 0.351 -0.129 0.06
C -3.040 -2.841 3.582 -1.087 0.701 0.089 -0.02
H -2.117 0.271 4.743 0.064 0.010 0.448 0.08
H -2.193 -1.371 5.575 0.133 0.245 0.253 0.09
H -3.692 -0.518 5.141 0.110 0.162 0.335 0.09
H -3.951 -2.972 4.175 0.021 0.069 -0.007 0.08
H -2.277 -3.396 4.125 0.243 -0.012 -0.292 0.09
H -3.253 -3.220 2.585 0.338 -0.143 -0.011 0.07
C 2.873 1.205 5.331 1.403 -0.511 0.264 -0.02
C 1.778 1.168 4.314 -0.626 0.304 0.408 -0.49
O 1.274 0.148 3.912 0.054 -0.196 -0.122 0.07
C 1.313 2.523 3.801 -0.410 -0.233 -0.265 -0.03
H 2.670 1.746 6.255 -0.322 0.403 -0.296 0.09
H 3.756 1.649 4.853 -0.180 0.369 0.119 0.09
H 3.261 0.237 5.659 -0.580 -0.269 -0.313 0.09
H 2.180 3.151 3.603 -0.140 0.197 -0.037 0.08
H 0.624 3.033 4.479 0.420 -0.067 0.477 0.09
H 0.682 2.381 2.921 0.392 -0.114 -0.243 0.07
C -6.367 4.993 -1.576 -0.093 0.725 0.204 -0.02
C -5.874 3.600 -1.807 -0.194 -0.368 -0.359 -0.51
O -6.203 2.980 -2.794 -0.052 0.100 0.031 0.06
C -4.900 2.991 -0.841 0.729 -0.328 -0.176 -0.03
H -7.452 5.090 -1.626 -0.027 -0.391 0.009 0.09
H -6.007 5.630 -2.388 0.180 -0.031 0.080 0.09
H -6.035 5.395 -0.620 0.060 0.055 -0.070 0.08
H -3.902 3.415 -1.015 -0.135 0.267 -0.037 0.09
H -4.793 1.940 -1.109 -0.185 -0.074 0.292 0.07
H -5.106 3.144 0.216 -0.272 -0.024 -0.045 0.08
C 1.139 0.557 -4.840 -1.137 1.066 -0.239 -0.02
C 0.657 1.851 -5.502 1.309 -0.583 -0.635 -0.50
O 0.298 1.835 -6.655 -0.521 0.217 0.113 0.07
C 0.917 3.146 -4.776 -0.419 -0.111 0.008 -0.02
H 2.160 0.737 -4.512 0.046 -0.314 0.147 0.07
H 1.027 -0.220 -5.589 0.281 -0.210 0.128 0.08
H 0.460 0.378 -4.001 0.368 -0.280 0.230 0.07
H 0.884 2.999 -3.697 -0.011 0.196 0.039 0.07
H 0.202 3.892 -5.118 -0.002 0.052 0.171 0.08
H 1.912 3.487 -5.068 0.064 -0.049 0.071 0.09



112
Properties=species:S:1:pos:R:3:forces:R:3:lowdin_charge:R:1 method="wB97M-V/def2-TZVPD" lumo_ev=0.20 homo_lumo_gap_ev=8.93 total_charge=0 smiles="CCCCCCCCCC[C@](CCCCS(=O)(=O)O)(OC(=O)C[C@H]1CO1)B(O)O.COCCOCCOC.COCCOCCOC"
C 5.716 -4.425 0.069 0.181 -0.590 -0.137 -0.13
C 7.253 -4.615 0.306 -0.701 0.293 0.000 -0.25
C 7.938 -3.358 0.944 0.747 -0.572 -0.083 -0.22
C 9.057 -2.728 0.029 -0.877 -0.415 0.596 -0.21
C 9.937 -1.753 0.889 -0.131 -0.293 -0.730 -0.20
C 10.012 -0.292 0.356 0.289 0.412 0.413 -0.21
C 8.631 0.334 0.017 0.141 -0.643 -0.460 -0.24
C 8.674 1.839 -0.349 -0.080 0.175 1.208 -0.18
C 7.250 2.485 -0.666 1.404 -0.848 -0.792 -0.15
C 6.058 1.594 -0.236 -0.468 0.991 0.531 -0.13
C 4.615 2.150 -0.615 0.365 -0.686 1.654 -0.28
C 3.691 1.566 0.528 -0.416 0.278 -0.509 -0.12
C 2.221 2.053 0.517 -0.788 -0.660 0.308 -0.17
C 1.355 1.609 -0.714 -0.644 0.265 1.253 -0.18
C 1.138 0.060 -0.731 0.623 -0.497 -1.358 -0.21
S -0.262 -0.448 0.302 -1.901 1.903 1.472 0.63
O -1.441 0.151 -0.279 0.683 -1.162 -0.988 -0.30
O -0.150 -0.024 1.685 1.277 -0.923 -0.366 -0.31
O -0.371 -2.076 0.316 0.487 1.085 -0.387 -0.17
O 4.141 1.499 -1.829 0.773 -0.195 -0.133 0.00
C 5.004 1.539 -2.892 0.687 -1.425 -0.472 -0.47
O 5.227 2.497 -3.552 -0.091 1.397 -0.139 0.16
C 5.695 0.222 -3.333 -2.345 -1.449 -1.100 0.00
C 4.544 -0.749 -3.959 -0.405 -0.887 2.915 -0.22
C 3.720 -1.546 -2.890 0.541 2.288 -2.224 -0.05
O 3.186 -0.376 -3.668 1.257 -1.528 0.145 -0.09
B 4.513 3.757 -0.597 -0.138 0.900 0.467 -0.58
O 4.655 4.387 0.646 0.533 -0.829 -0.816 0.16
O 4.259 4.587 -1.683 0.723 -0.604 0.693 0.15
H 5.256 -5.396 -0.225 0.303 0.574 0.126 0.07
H 5.505 -3.722 -0.767 0.126 -0.187 0.696 0.06
H 5.197 -4.118 1.005 0.390 0.047 -0.670 0.07
H 7.370 -5.512 0.954 0.085 0.640 -0.342 0.10
H 7.748 -4.854 -0.661 -0.325 0.116 0.549 0.10
H 8.453 -3.689 1.878 -0.439 0.304 -0.504 0.10
H 7.201 -2.575 1.238 0.403 -0.525 -0.249 0.11
H 9.638 -3.571 -0.410 -0.182 0.660 0.351 0.11
H 8.521 -2.245 -0.814 0.564 -0.065 0.357 0.09
H 10.958 -2.196 0.937 -0.593 0.500 0.135 0.11
H 9.520 -1.763 1.922 0.348 0.189 -0.645 0.10
H 10.482 0.320 1.166 -0.293 -0.311 -0.567 0.11
H 10.706 -0.203 -0.511 -0.519 -0.197 0.398 0.12
H 8.193 -0.222 -0.846 0.263 0.301 0.504 0.09
H 7.958 0.111 0.880 0.363 0.449 -0.538 0.12
H 9.090 2.368 0.545 -0.249 -0.330 -0.583 0.11
H 9.411 2.048 -1.158 -0.640 -0.313 0.361 0.12
H 7.285 3.474 -0.157 -0.597 -0.571 -0.491 0.12
H 7.249 2.628 -1.773 -0.320 0.191 0.757 0.11
H 6.095 1.512 0.877 -0.045 -0.013 -0.737 0.12
H 6.079 0.555 -0.614 0.287 0.585 0.130 0.11
H 4.109 1.779 1.539 -0.123 0.014 -0.771 0.12
H 3.716 0.455 0.422 0.030 0.664 0.076 0.12
H 1.728 1.576 1.400 0.354 0.376 -0.555 0.11
H 2.082 3.144 0.702 0.512 -0.629 -0.367 0.13
H 0.350 2.067 -0.561 0.612 -0.235 -0.236 0.12
H 1.727 1.995 -1.681 -0.036 -0.606 0.496 0.12
H 2.064 -0.514 -0.510 -0.735 0.331 0.236 0.09
H 0.863 -0.222 -1.772 -0.053 -0.029 0.744 0.12
H -0.479 -2.335 1.251 0.089 0.214 -0.240 0.10
H 6.165 -0.349 -2.514 0.006 0.459 -0.455 0.10
H 6.337 0.395 -4.212 0.151 0.369 0.921 0.12
H 4.777 -1.269 -4.925 -0.450 0.805 0.855 0.14
H 3.258 -2.503 -3.171 0.225 0.515 0.294 0.11
H 3.903 -1.280 -1.832 -0.122 -0.368 -0.684 0.09
H 5.100 3.793 1.272 -0.486 0.266 -0.002 0.10
H 5.124 4.755 -2.099 -0.640 0.025 -0.313 0.12
C -8.302 -2.039 3.202 0.090 0.316 -0.033 -0.11
O -7.208 -1.147 3.305 0.012 -0.454 -0.085 -0.20
C -6.337 -1.444 4.388 0.080 0.296 -0.173 -0.19
C -4.876 -1.369 3.973 0.130 -0.001 0.132 -0.18
O -4.443 -2.397 3.090 -0.101 0.052 -0.024 -0.12
C -4.929 -2.366 1.750 0.040 -0.052 -0.108 -0.17
C -4.441 -1.191 0.918 -0.378 0.022 0.122 -0.19
O -5.069 0.019 1.321 0.524 -0.149 0.452 -0.24
C -4.189 1.129 1.332 -0.202 0.049 -0.111 -0.10
H -9.070 -1.783 3.938 -0.084 -0.174 0.026 0.09
H -8.723 -1.937 2.201 -0.022 0.076 0.051 0.07
H -7.984 -3.078 3.333 -0.033 -0.016 0.063 0.09
H -6.543 -2.435 4.806 -0.024 -0.005 -0.089 0.12
H -6.518 -0.696 5.168 0.134 -0.080 0.174 0.13
H -4.276 -1.501 4.879 -0.055 -0.113 -0.021 0.13
H -4.617 -0.385 3.584 -0.231 0.038 -0.115 0.11
H -6.016 -2.448 1.727 -0.040 0.219 -0.014 0.11
H -4.542 -3.277 1.285 0.098 0.030 0.062 0.13
H -4.707 -1.364 -0.132 0.204 -0.210 -0.051 0.12
H -3.353 -1.118 0.993 -0.015 0.071 0.003 0.10
H -3.226 0.875 1.784 0.045 -0.008 -0.112 0.08
H -4.648 1.914 1.933 -0.113 -0.027 -0.062 0.09
H -4.037 1.500 0.313 0.197 0.039 0.075 0.09
C -10.702 3.859 -2.434 0.300 -0.046 0.136 -0.11
O -10.038 3.152 -1.403 -0.379 -0.129 -0.226 -0.20
C -10.842 2.941 -0.252 0.330 -0.091 0.035 -0.20
C -10.719 1.517 0.264 -0.063 -0.056 0.169 -0.18
O -11.303 0.519 -0.567 0.086 0.085 -0.062 -0.12
C -10.665 0.230 -1.807 -0.074 -0.133 -0.043 -0.18
C -9.292 -0.412 -1.689 0.118 0.442 -0.206 -0.20
O -8.323 0.527 -1.252 -0.261 -0.240 0.357 -0.19
C -7.397 -0.005 -0.320 -0.106 0.274 -0.368 -0.09
H -10.721 4.929 -2.207 -0.167 0.056 -0.094 0.09
H -10.144 3.702 -3.358 0.055 0.043 0.066 0.09
H -11.719 3.485 -2.583 -0.043 0.063 0.024 0.09
H -11.896 3.163 -0.454 0.033 -0.029 -0.080 0.12
H -10.487 3.628 0.525 -0.158 -0.037 0.173 0.13
H -11.276 1.465 1.205 -0.091 0.011 -0.091 0.13
H -9.688 1.265 0.512 0.107 0.144 -0.195 0.11
H -10.638 1.112 -2.448 0.232 0.062 0.060 0.11
H -11.320 -0.491 -2.304 -0.014 -0.042 0.120 0.13
H -8.979 -0.768 -2.678 -0.197 -0.202 -0.035 0.13
H -9.351 -1.270 -1.011 0.009 0.023 0.056 0.12
H -7.896 -0.614 0.440 0.045 -0.041 0.013 0.08
H -6.910 0.824 0.182 -0.014 -0.003 -0.109 0.09
H -6.641 -0.602 -0.841 0.005 -0.068 0.138 0.09